(1)
A 2-piece molecular cluster, C3H11N2PS overall in a non-equilibrium geometry. Source: OMol25; level of theory: ωB97M-V/def2-TZVPD.

```
18
Properties=species:S:1:pos:R:3:lowdin_charge:R:1
C 0.367 0.306 -1.472 -0.12
C -1.652 -1.372 -1.196 -0.14
C -0.155 -1.071 -1.023 -0.54
N -0.982 -0.278 1.460 -0.20
N 1.379 2.304 1.609 -0.01
P 0.169 -1.119 0.787 0.34
S 1.802 -1.769 1.661 0.15
H -0.332 0.587 -2.271 0.08
H 0.142 0.882 -0.579 0.03
H 1.395 0.313 -1.768 0.07
H -2.196 -1.011 -2.063 0.08
H -2.242 -0.914 -0.421 0.04
H -1.723 -2.408 -0.949 0.06
H 0.521 -1.908 -1.499 0.14
H -0.968 -0.212 2.441 -0.04
H 2.298 1.991 1.927 0.01
H 1.211 3.042 0.874 0.04
H 0.967 2.637 2.482 0.00
```

## Properties
Highest occupied orbital energy   -9.0 eV
DFT total energy   -969.92321 hartree
Energy relative to the best compared isomer or geometry (same formula, charge and spin)   151.91 kJ/mol
Gap between HOMO and LUMO   9.093 eV
Molar mass   138.18 g mol⁻¹



(2)
A 2-piece molecular cluster, C3H11N2S overall. Source: OMol25; level of theory: ωB97M-V/def2-TZVPD.

```
17
Properties=species:S:1:pos:R:3:lowdin_charge:R:1
C -1.489 -1.408 1.332 -0.18
C -1.496 -1.908 0.087 -0.10
N -0.442 -1.516 -0.853 0.17
N -2.427 -1.663 2.278 0.10
H -0.648 -0.791 1.637 0.13
H -2.274 -2.548 -0.299 0.13
H -0.792 -0.806 -1.500 0.16
H 0.387 -1.155 -0.386 0.13
H -0.170 -2.317 -1.434 0.18
H -3.331 -1.894 1.904 0.11
H -2.509 -1.073 3.086 0.11
C 1.042 1.269 -1.108 -0.55
S 2.337 2.458 -0.721 0.69
H 1.509 0.340 -1.456 0.02
H 0.438 0.996 -0.244 0.01
H 0.431 1.668 -1.916 0.03
H 1.667 3.158 0.206 -0.14
```

## Properties
Highest occupied orbital energy   -12.2 eV
Charge   +1
DFT total energy   -628.31377 hartree
Energy relative to the best compared isomer or geometry (same formula, charge and spin)   166.41 kJ/mol
Gap between HOMO and LUMO   8.720 eV
Molar mass   107.20 g mol⁻¹



(3)
A 2-piece molecular cluster, C3H11N2S overall in a non-equilibrium geometry. Source: OMol25; level of theory: ωB97M-V/def2-TZVPD.

```
17
Properties=species:S:1:pos:R:3:lowdin_charge:R:1
C -2.835 -0.445 2.074 -0.16
C -2.579 -0.604 0.551 -0.59
S -1.119 0.233 -0.236 0.65
H -3.150 0.662 2.398 0.12
H -1.883 -0.435 2.643 0.06
H -3.531 -1.107 2.489 0.04
H -2.585 -1.665 0.246 0.07
H -3.486 -0.247 0.074 0.06
H -1.444 1.506 0.101 -0.12
N 1.954 0.810 -1.867 0.20
C 2.727 0.329 -0.881 -0.15
N 3.878 -0.233 -1.034 0.21
H 2.200 0.885 -2.807 0.11
H 0.960 0.936 -1.689 0.06
H 2.285 0.235 0.100 0.15
H 4.333 -0.588 -0.204 0.15
H 4.274 -0.273 -1.958 0.15
```

## Properties
Highest occupied orbital energy   -12.5 eV
Charge   +1
DFT total energy   -628.34661 hartree
Energy relative to the best compared isomer or geometry (same formula, charge and spin)   80.21 kJ/mol
Gap between HOMO and LUMO   8.732 eV
Molar mass   107.20 g mol⁻¹



(4)
An isolated ion of composition C3H11N3 and charge -1 in a non-equilibrium geometry. Source: OMol25; level of theory: ωB97M-V/def2-TZVPD.

```
17
Properties=species:S:1:pos:R:3:lowdin_charge:R:1
C 0.140 -0.035 1.096 -0.31
N 0.029 -0.457 -0.348 -0.12
C -1.056 -1.306 -0.649 -0.44
N -1.095 -1.856 -2.061 -0.06
C 1.082 1.131 1.393 -0.59
N 0.985 2.268 0.542 -0.12
H -0.892 0.340 1.264 0.07
H 0.388 -0.956 1.797 0.12
H -0.207 0.422 -0.831 0.08
H -1.098 -2.219 0.143 0.13
H -2.012 -0.768 -0.514 0.08
H -1.547 -1.286 -2.784 0.03
H -0.003 -1.928 -2.290 0.10
H 2.148 0.688 1.436 0.10
H 0.925 1.514 2.336 -0.01
H 0.127 2.778 0.820 -0.03
H 1.737 2.985 0.655 -0.03
```

## Properties
Expectation value of S²   0.7505
Highest occupied orbital energy (alpha / beta)   1.3 / -5.1 eV
Charge   -1
DFT total energy   -285.05503 hartree
Energy relative to the best compared isomer or geometry (same formula, charge and spin)   139.56 kJ/mol
Gap between HOMO and LUMO (alpha / beta)   2.822 / 9.044 eV
Multiplicity   2
Molar mass   89.14 g mol⁻¹



(5)
One molecule with the formula C3H11N3 in a non-equilibrium geometry. Source: OMol25; level of theory: ωB97M-V/def2-TZVPD.

```
17
Properties=species:S:1:pos:R:3:lowdin_charge:R:1
C 0.225 0.398 1.515 -0.10
N -0.627 0.139 0.387 -0.32
C -1.356 -1.062 0.595 -0.15
N -0.179 0.097 -0.913 -0.28
C 0.475 1.307 -1.247 -0.10
N 0.663 -1.059 -1.139 0.06
H 0.357 1.522 1.734 0.10
H -0.339 -0.004 2.404 0.10
H 1.138 -0.049 1.382 0.04
H -2.025 -1.328 -0.250 0.08
H -0.577 -1.976 0.715 0.12
H -2.034 -0.826 1.463 0.09
H 0.162 2.018 -0.449 0.09
H 1.473 1.283 -0.993 0.04
H 0.466 1.632 -2.306 0.10
H 1.538 -0.894 -0.757 0.03
H 0.638 -1.197 -2.141 0.09
```

## Properties
SMILES string   CN(C)N(C)N
Highest occupied orbital energy   -8.0 eV
DFT total energy   -285.03456 hartree
Energy relative to the best compared isomer or geometry (same formula, charge and spin)   376.13 kJ/mol
Gap between HOMO and LUMO   9.079 eV
Molar mass   89.14 g mol⁻¹



(6)
A 2-piece molecular cluster, C3H11N3 overall in a non-equilibrium geometry. Source: OMol25; level of theory: ωB97M-V/def2-TZVPD.

```
17
Properties=species:S:1:pos:R:3:lowdin_charge:R:1
H -3.089 4.469 -0.736 0.05
N -3.471 3.526 -1.004 0.02
C -3.050 2.597 -0.263 -0.43
N -3.655 1.372 -0.492 -0.01
H -2.632 2.824 0.754 0.12
H -3.788 0.566 0.208 0.11
H -4.449 1.465 -1.254 0.14
C 3.543 -1.366 0.353 -0.13
C 2.064 -1.834 0.719 -0.37
N 1.296 -2.085 -0.471 -0.05
H 4.168 -0.978 1.222 0.07
H 3.640 -0.535 -0.446 0.07
H 4.093 -2.288 -0.052 0.08
H 1.507 -1.136 1.273 0.07
H 2.308 -2.732 1.359 0.11
H 0.452 -2.673 -0.271 0.08
H 1.062 -1.193 -0.898 0.06
```

## Properties
SMILES string   [H]/N=C/N.CCN
Highest occupied orbital energy   -9.1 eV
DFT total energy   -285.10598 hartree
Energy relative to the best compared isomer or geometry (same formula, charge and spin)   188.62 kJ/mol
Gap between HOMO and LUMO   9.836 eV
Molar mass   89.14 g mol⁻¹



(7)
C3H11N3 as an isolated structure in a non-equilibrium geometry. Source: OMol25; level of theory: ωB97M-V/def2-TZVPD.

```
17
Properties=species:S:1:pos:R:3:lowdin_charge:R:1
C 0.541 0.267 0.130 -0.57
C -1.455 0.432 -0.090 -0.24
C -0.273 -0.543 0.914 -0.11
N 1.167 -0.216 -1.043 0.12
N 1.333 1.326 0.686 0.08
N -1.801 -0.017 -1.411 -0.02
H 1.516 0.524 -1.637 0.09
H 1.042 1.569 1.625 0.08
H 2.307 1.030 0.751 0.09
H 0.588 -0.857 -1.569 0.08
H -1.723 -1.023 -1.490 0.07
H -1.244 0.433 -2.124 0.06
H -2.288 0.149 0.558 0.09
H -1.516 1.522 -0.046 0.10
H -0.382 -0.174 1.936 0.05
H 0.828 -2.135 1.135 -0.01
H 1.360 -2.288 1.674 0.04
```

## Properties
Highest occupied orbital energy   -7.7 eV
DFT total energy   -284.99580 hartree
Energy relative to the best compared isomer or geometry (same formula, charge and spin)   477.90 kJ/mol
Gap between HOMO and LUMO   8.545 eV
Molar mass   89.14 g mol⁻¹



(8)
A 2-piece molecular cluster, C3H11N3 overall in a non-equilibrium geometry. Source: OMol25; level of theory: ωB97M-V/def2-TZVPD.

```
17
Properties=species:S:1:pos:R:3:lowdin_charge:R:1
C 1.908 -3.098 1.266 0.20
C 1.212 -2.594 0.186 -0.11
N 1.557 -1.483 -0.443 0.21
H 2.519 -2.373 1.808 0.10
H 2.067 -4.124 1.592 0.11
H 0.223 -2.968 -0.105 0.16
H 2.396 -0.966 -0.194 0.15
H 0.850 -0.808 -0.745 0.13
N -1.991 2.757 -1.275 -0.01
C -1.822 1.755 -0.158 -0.35
N -0.405 1.697 0.166 -0.05
H -2.667 2.341 -1.900 0.06
H -1.075 2.889 -1.686 0.05
H -2.095 0.775 -0.577 0.10
H -2.368 2.162 0.689 0.10
H -0.350 1.425 1.157 0.07
H 0.041 2.612 0.219 0.07
```

## Properties
Expectation value of S²   0.7626
Highest occupied orbital energy (alpha / beta)   -12.0 / -12.0 eV
Charge   +1
DFT total energy   -284.81484 hartree
Energy relative to the best compared isomer or geometry (same formula, charge and spin)   114.10 kJ/mol
Gap between HOMO and LUMO (alpha / beta)   7.466 / 4.296 eV
Multiplicity   2
Molar mass   89.14 g mol⁻¹



(9)
A 2-piece molecular cluster, C3H11N3O overall in a non-equilibrium geometry. Source: OMol25; level of theory: ωB97M-V/def2-TZVPD.

```
18
Properties=species:S:1:pos:R:3:lowdin_charge:R:1
C -2.717 -0.070 -1.219 -0.19
C -1.418 -0.255 -0.364 -0.47
N -0.181 -0.023 -0.974 -0.03
C 0.980 -0.150 -0.266 -0.67
N 0.994 -1.227 0.603 0.10
N 1.811 0.834 -0.576 0.03
H -2.484 -0.532 -2.204 0.06
H -3.555 -0.555 -0.706 0.04
H -2.927 0.994 -1.417 0.05
H -1.386 -1.400 -0.048 0.09
H -1.580 0.377 0.557 0.08
H -0.159 0.811 -1.545 0.12
H 1.960 -1.244 1.167 0.11
H 0.235 -1.490 1.113 -0.04
H 2.744 0.622 -0.353 -0.03
H 2.992 1.496 2.610 0.01
H 2.212 1.071 1.358 -0.02
O 2.479 0.743 2.264 -0.24
```

## Properties
Expectation value of S²   0.7504
Highest occupied orbital energy (alpha / beta)   1.3 / -5.4 eV
Charge   -1
DFT total energy   -360.33819 hartree
Energy relative to the best compared isomer or geometry (same formula, charge and spin)   103.99 kJ/mol
Gap between HOMO and LUMO (alpha / beta)   2.549 / 9.422 eV
Multiplicity   2
Molar mass   105.14 g mol⁻¹



(10)
C3H11N3O as an isolated structure in a non-equilibrium geometry. Source: OMol25; level of theory: ωB97M-V/def2-TZVPD.

```
18
Properties=species:S:1:pos:R:3:lowdin_charge:R:1
C 0.060 -0.703 -0.509 -0.20
C 0.556 1.402 0.534 -0.10
C -2.467 -0.860 0.652 -0.10
N 0.110 0.026 0.651 0.01
N -1.509 -0.130 -0.150 -0.04
N 2.959 -0.234 -0.850 -0.12
O 2.040 -0.994 -0.133 -0.37
H -1.797 0.768 -0.522 0.12
H 2.512 0.209 -1.660 0.04
H 3.321 0.519 -0.256 0.04
H -0.037 -1.776 -0.443 0.12
H 0.285 -0.279 -1.486 0.11
H 0.420 1.839 -0.463 0.09
H 1.625 1.404 0.763 0.08
H 0.045 2.007 1.282 0.08
H -1.959 -1.716 1.100 0.09
H -3.286 -1.235 0.030 0.08
H -2.879 -0.248 1.459 0.08
```

## Properties
Highest occupied orbital energy (alpha / beta)   -6.5 / -6.5 eV
DFT total energy   -360.14874 hartree
Energy relative to the best compared isomer or geometry (same formula, charge and spin)   757.87 kJ/mol
Gap between HOMO and LUMO (alpha / beta)   6.948 / 6.952 eV
Molar mass   105.14 g mol⁻¹



Copy entry 7 word for word.
C3H11N3 as an isolated structure in a non-equilibrium geometry. Source: OMol25; level of theory: ωB97M-V/def2-TZVPD.

```
17
Properties=species:S:1:pos:R:3:lowdin_charge:R:1
C 0.541 0.267 0.130 -0.57
C -1.455 0.432 -0.090 -0.24
C -0.273 -0.543 0.914 -0.11
N 1.167 -0.216 -1.043 0.12
N 1.333 1.326 0.686 0.08
N -1.801 -0.017 -1.411 -0.02
H 1.516 0.524 -1.637 0.09
H 1.042 1.569 1.625 0.08
H 2.307 1.030 0.751 0.09
H 0.588 -0.857 -1.569 0.08
H -1.723 -1.023 -1.490 0.07
H -1.244 0.433 -2.124 0.06
H -2.288 0.149 0.558 0.09
H -1.516 1.522 -0.046 0.10
H -0.382 -0.174 1.936 0.05
H 0.828 -2.135 1.135 -0.01
H 1.360 -2.288 1.674 0.04
```

## Properties
Highest occupied orbital energy   -7.7 eV
DFT total energy   -284.99580 hartree
Energy relative to the best compared isomer or geometry (same formula, charge and spin)   477.90 kJ/mol
Gap between HOMO and LUMO   8.545 eV
Molar mass   89.14 g mol⁻¹



- Which value of energy relative to the best compared isomer or geometry (same formula, charge and spin) does entry 3 give?
  80.21 kJ/mol



- Which value of DFT total energy does entry 9 give?
  -360.33819 hartree



- molar mass of number 4 (C3H11N3)?
  89.14 g mol⁻¹